Entry 1:
{
  "formula": "C37H32ClFIKN9O",
  "method": "ωB97M-V/def2-TZVPD",
  "homo_energy_ev": -2.0883,
  "relative_energy_kcal_mol": 6.2,
  "total_charge": -1,
  "total_energy_ha": -3455.00274,
  "fmax_ha_per_bohr": 0.0148,
  "species": ["K", "C", "C", "C", "C", "N", "C", "C", "C", "C", "C", "C", "N", "H", "H", "H", "H", "H", "H", "H", "H", "N", "C", "C", "N", "C", "C", "N", "C", "C", "N", "H", "H", "H", "H", "H", "H", "Cl", "C", "C", "C", "I", "C", "O", "C", "N", "C", "C", "C", "C", "H", "H", "H", "H", "C", "C", "C", "C", "N", "N", "C", "H", "H", "H", "H", "H", "H", "H", "H", "F", "C", "C", "C", "C", "C", "C", "C", "H", "H", "H", "H", "H", "H"],
  "coordinates": [[-0.59677, 0.39215, -0.18514], [1.38762, -1.67837, 3.77541], [0.37124, -1.61575, 4.71351], [-0.60831, -0.64496, 4.57912], [-0.54264, 0.24304, 3.50964], [0.44399, 0.18783, 2.60780], [1.37395, -0.75230, 2.74044], [-1.58489, 1.26903, 3.28099], [-2.23909, 1.92139, 4.32488], [-3.20617, 2.86371, 4.01779], [-3.48877, 3.13089, 2.68722], [-2.78142, 2.43587, 1.71498], [-1.86147, 1.52715, 2.00175], [2.16733, -2.42824, 3.80940], [0.32952, -2.32496, 5.53076], [-1.43636, -0.59116, 5.27390], [2.14167, -0.78834, 1.97480], [-1.97130, 1.71214, 5.35246], [-3.72336, 3.39603, 4.80639], [-4.22579, 3.86987, 2.40530], [-2.93363, 2.62434, 0.65774], [-2.17600, -4.10491, 0.12251], [-1.03784, -4.47675, 0.79120], [-0.53833, -3.32986, 1.32831], [-1.33830, -2.26661, 1.01554], [-2.31136, -2.75446, 0.27839], [-3.34503, -1.96546, -0.35845], [-3.26770, -0.67774, -0.57707], [-4.41362, -0.32691, -1.23161], [-5.20809, -1.41964, -1.41497], [-4.51508, -2.46994, -0.85618], [-2.67620, -4.68206, -0.52903], [-0.66763, -5.48573, 0.78289], [0.37520, -3.21374, 1.88236], [-4.58754, 0.68825, -1.54705], [-6.16902, -1.54949, -1.87948], [-4.85337, -3.40912, -0.75396], [-1.45986, 4.67729, -6.40541], [-1.26569, 4.07976, -4.77126], [-1.02595, 4.96892, -3.75518], [-0.86940, 4.52381, -2.44403], [-0.52809, 5.90106, -0.90863], [-0.93944, 3.16739, -2.05779], [-0.80704, 2.74575, -0.88482], [-1.19439, 2.24120, -3.17345], [-1.26261, 0.93795, -2.84492], [-1.49138, 0.04953, -3.78268], [-1.66377, 0.39006, -5.13315], [-1.59540, 1.70949, -5.49479], [-1.35576, 2.69211, -4.51135], [-0.95891, 6.02634, -3.97358], [-1.52782, -0.98933, -3.46650], [-1.83897, -0.38496, -5.86790], [-1.71875, 2.01480, -6.52528], [4.06515, 2.36468, 2.27300], [3.60783, 1.98985, 0.90386], [4.26575, 1.95644, -0.30676], [3.30275, 1.52824, -1.24744], [2.14347, 1.31511, -0.65326], [2.34207, 1.60794, 0.64000], [3.47378, 1.25502, -2.70517], [5.15082, 2.43407, 2.29915], [3.75121, 1.61614, 3.00333], [3.65508, 3.33014, 2.57597], [5.30042, 2.19865, -0.48630], [1.57610, 1.49611, 1.29336], [4.37128, 1.73863, -3.08902], [2.60816, 1.61898, -3.25879], [3.55426, 0.18007, -2.88192], [4.53853, -4.39080, 2.50005], [3.76395, -3.87621, 1.47245], [2.87492, -4.70326, 0.80104], [2.11043, -4.19945, -0.23051], [2.15351, -2.81628, -0.63280], [1.28816, -2.29125, -1.58298], [3.16738, -2.04729, 0.03788], [3.93711, -2.56460, 1.06414], [2.80161, -5.74873, 1.08278], [1.42783, -4.86328, -0.75089], [0.60729, -2.95501, -2.10729], [1.36682, -1.26574, -1.92944], [3.32532, -1.01832, -0.26443], [4.68681, -1.94620, 1.54816]]
}



Entry 2:
{
  "formula": "C5H11NS2",
  "method": "ωB97M-V/def2-TZVPD",
  "homo_energy_ev": -8.4378,
  "relative_energy_kcal_mol": 211.5,
  "total_energy_ha": -1047.90101,
  "fmax_ha_per_bohr": 0.1061,
  "species": ["C", "C", "C", "C", "C", "H", "H", "H", "H", "H", "H", "H", "H", "H", "H", "H", "N", "S", "S"],
  "coordinates": [[-2.94098, 0.16177, 0.45299], [0.03978, -0.26881, 0.16554], [0.78836, -1.50908, -0.08949], [2.10010, 0.35972, 0.46974], [0.89697, 0.78941, -0.46622], [-3.51913, 0.52107, -0.87219], [-3.68044, -0.76512, 1.19071], [-2.53200, 1.07271, 1.22232], [-0.07916, -0.19218, 1.22277], [0.58858, -2.20612, 0.76327], [0.44156, -2.04538, -1.12412], [2.58942, -1.01213, -1.50456], [3.20554, 0.98311, 0.50150], [1.34343, 0.46336, 1.62380], [0.94931, 0.41369, -1.62429], [-1.18234, 2.09885, -0.70460], [2.25888, -1.02722, -0.28642], [-1.52358, -0.46419, -0.66335], [0.25572, 2.62653, -0.27741]]
}



Entry 3:
{
  "formula": "C22H57BrF4I2O8P",
  "method": "ωB97M-V/def2-TZVPD",
  "homo_energy_ev": -4.9535,
  "total_charge": -1,
  "total_energy_ha": -5384.58834,
  "fmax_ha_per_bohr": 0.0304,
  "species": ["C", "C", "C", "O", "P", "Br", "I", "C", "I", "C", "C", "C", "F", "F", "C", "F", "F", "H", "H", "H", "H", "H", "H", "H", "H", "H", "H", "H", "H", "H", "H", "H", "C", "C", "O", "H", "H", "H", "H", "H", "H", "C", "C", "O", "H", "H", "H", "H", "H", "H", "C", "C", "O", "H", "H", "H", "H", "H", "H", "C", "C", "O", "H", "H", "H", "H", "H", "H", "C", "C", "O", "H", "H", "H", "H", "H", "H", "C", "C", "O", "H", "H", "H", "H", "H", "H", "C", "C", "O", "H", "H", "H", "H", "H", "H"],
  "coordinates": [[7.68276, -1.92758, -3.63819], [6.64050, -0.80510, -3.66835], [5.44945, -1.05168, -2.75494], [4.70672, -2.14341, -3.25015], [3.69382, -2.98732, -2.24897], [5.64216, -3.95244, -1.06140], [2.25494, -4.34926, -0.48407], [2.02253, -2.18497, -2.90383], [2.28543, -0.70444, -4.49255], [0.78376, -3.07981, -3.13679], [-0.27086, -2.64174, -4.16702], [3.76372, -4.45595, -3.60682], [3.01741, -5.52487, -3.24318], [5.03298, -4.91096, -3.76096], [3.32310, -4.09093, -5.04487], [4.26479, -3.35285, -5.65212], [3.21388, -5.25639, -5.75269], [7.96557, -2.19366, -2.61225], [8.58413, -1.65004, -4.19887], [7.26992, -2.83812, -4.09138], [7.09758, 0.15594, -3.40114], [6.24187, -0.72812, -4.68876], [4.82327, -0.14430, -2.75425], [5.78800, -1.22679, -1.72487], [3.75095, -2.04021, -1.21286], [1.77162, -1.50168, -2.08417], [1.08922, -4.09465, -3.40268], [0.25383, -3.12379, -2.18159], [0.08702, -2.71468, -5.19909], [-1.12118, -3.33115, -4.07441], [-0.65436, -1.63862, -3.96269], [2.36039, -3.58619, -5.11155], [-1.64083, -1.39124, 1.13205], [-1.82580, -0.88318, -0.28422], [-2.15849, -1.92113, -1.20491], [-0.86385, -2.15500, 1.16538], [-1.36140, -0.57742, 1.80296], [-2.56490, -1.84563, 1.50502], [-0.90086, -0.44471, -0.65609], [-2.60187, -0.10842, -0.30980], [-2.97596, -2.33034, -0.90650], [10.08346, -5.70713, -0.65653], [10.17310, -4.39653, 0.10586], [9.26437, -3.42753, -0.38731], [10.27107, -5.53829, -1.71734], [10.80844, -6.43264, -0.28054], [9.08445, -6.13746, -0.56202], [11.16704, -3.95959, -0.00194], [9.99887, -4.57006, 1.17538], [8.37379, -3.78962, -0.28699], [-1.68029, 3.61301, 2.25298], [-1.57446, 2.26452, 2.93472], [-0.26403, 1.70623, 2.83498], [-1.40999, 3.52470, 1.20030], [-2.69167, 4.00803, 2.31828], [-0.99792, 4.33735, 2.70778], [-2.24711, 1.55037, 2.46583], [-1.85543, 2.34964, 3.99111], [0.35357, 2.31311, 3.25333], [-5.66321, 1.60751, 4.71037], [-5.51529, 2.52494, 3.51555], [-4.81827, 1.86244, 2.46561], [-4.67973, 1.29089, 5.06199], [-6.19268, 2.07595, 5.54268], [-6.21551, 0.71898, 4.40663], [-4.94062, 3.41722, 3.76643], [-6.50041, 2.84586, 3.15405], [-5.32730, 1.07459, 2.23182], [-3.96780, 6.51653, -1.63108], [-3.01163, 5.70081, -0.78164], [-3.24192, 5.87387, 0.61358], [-3.88545, 7.57600, -1.38484], [-3.75503, 6.38618, -2.69283], [-5.00108, 6.20956, -1.45116], [-1.98294, 6.01545, -0.95130], [-3.08509, 4.63922, -1.03872], [-4.13902, 5.57942, 0.80415], [-5.29548, -3.01170, 2.35457], [-5.59514, -1.81289, 3.23144], [-6.38107, -0.83003, 2.55193], [-4.77437, -2.69875, 1.44965], [-4.67169, -3.73351, 2.88218], [-6.21855, -3.51359, 2.05367], [-4.67516, -1.30454, 3.51705], [-6.10751, -2.12472, 4.14737], [-7.21225, -1.23498, 2.28624], [-5.78161, 7.17164, 3.33996], [-4.90517, 6.93921, 4.55771], [-3.94081, 5.91919, 4.33473], [-6.28988, 6.24745, 3.05985], [-6.53317, 7.93825, 3.53510], [-5.17712, 7.49496, 2.48871], [-5.50453, 6.60258, 5.40311], [-4.40657, 7.87097, 4.84691], [-3.38514, 6.18975, 3.59427]]
}



Entry 4:
{
  "formula": "C4H6ClNO2",
  "method": "ωB97M-V/def2-TZVPD",
  "homo_energy_ev": -10.3238,
  "relative_energy_kcal_mol": 113.8,
  "total_energy_ha": -821.29116,
  "fmax_ha_per_bohr": 0.1037,
  "smiles": "C=C(Cl)[C@H](C)[N+](=O)[O-]",
  "species": ["C", "C", "Cl", "C", "C", "N", "O", "O", "H", "H", "H", "H", "H", "H"],
  "coordinates": [[1.25961, 1.06645, -0.94880], [0.73473, 1.07358, 0.22437], [1.10212, 2.05404, 1.63045], [-0.49384, -0.02366, 0.57238], [0.09558, -1.42533, 0.45419], [-1.62441, 0.16964, -0.40510], [-1.97074, 1.30077, -0.56172], [-2.17242, -0.77632, -0.91642], [2.20650, 1.50918, -0.99840], [1.03882, 0.35507, -1.68580], [-0.84276, 0.28944, 1.55344], [0.48309, -1.63843, -0.63582], [-0.74890, -2.18900, 0.53068], [0.93262, -1.76544, 1.18656]]
}



Entry 5:
{
  "formula": "C6H10N2O",
  "method": "ωB97M-V/def2-TZVPD",
  "homo_energy_ev": -17.2019,
  "relative_energy_kcal_mol": 79.3,
  "total_charge": 2,
  "total_energy_ha": -418.59449,
  "fmax_ha_per_bohr": 0.0582,
  "smiles": "C#[N+]/C=C(\\C=C\\[NH3+])OC",
  "species": ["C", "N", "C", "C", "C", "C", "N", "O", "C", "H", "H", "H", "H", "H", "H", "H", "H", "H", "H"],
  "coordinates": [[-0.97864, 2.86009, 0.23991], [-0.17278, 2.03778, 0.28109], [0.93284, 1.30077, 0.36938], [0.85598, -0.09084, 0.13520], [-0.43043, -0.96189, 0.16246], [-1.63654, -0.41747, -0.07928], [-2.80700, -1.32463, -0.07769], [1.81065, -0.95840, 0.03449], [3.18150, -0.59850, -0.22871], [-1.54192, 3.84726, 0.15688], [1.83664, 1.99503, 0.38052], [-0.37735, -2.04181, 0.18157], [-1.75117, 0.64406, -0.38057], [-2.43975, -2.28951, 0.07135], [-3.38969, -1.33176, -0.95870], [-3.70381, -1.06591, 0.51016], [3.74665, -1.51503, -0.35963], [3.63579, -0.16181, 0.63962], [3.22904, 0.07258, -1.07806]]
}



Entry 6:
{
  "formula": "C4H7FN2S",
  "method": "ωB97M-V/def2-TZVPD",
  "homo_energy_ev": -7.7854,
  "relative_energy_kcal_mol": 48.3,
  "total_energy_ha": -764.10825,
  "fmax_ha_per_bohr": 0.1296,
  "smiles": "NC(N)=CC(=S)CF",
  "species": ["N", "C", "N", "C", "C", "S", "C", "F", "H", "H", "H", "H", "H", "H", "H"],
  "coordinates": [[-0.09116, -1.94362, 0.68436], [0.70002, -0.94357, 0.36594], [1.92759, -1.30247, -0.01378], [0.32770, 0.38772, 0.03017], [-1.01066, 0.75311, -0.02257], [-2.28103, -0.19752, 0.48945], [-1.14332, 2.19678, -0.39273], [-0.07074, 2.60603, -1.16191], [0.48884, -3.02348, 0.48328], [-1.04585, -1.74444, 0.79842], [2.05155, -2.38966, 0.13646], [2.42755, -0.86034, -0.76564], [0.99237, 1.21621, -0.21036], [-1.23808, 2.82792, 0.60988], [-2.03478, 2.41731, -1.03098]]
}